Entry 1:
# C32H55ClCuN2O9P2Se

A structure of composition C32H55ClCuN2O9P2Se at a distorted geometry (ωB97M-V with the def2-TZVPD basis set, OMol25).

Structure (XYZ):
```
103
Properties=species:S:1:pos:R:3:forces:R:3:mulliken_charge:R:1
Cu -0.211 -0.615 -0.296 -0.916 -0.372 0.148 1.001
C -6.958 -0.469 -0.453 -0.542 -0.877 -0.409 -1.538
C -5.549 -0.933 -0.747 0.408 0.402 0.917 0.818
C -5.117 -2.231 -0.083 -0.365 -0.827 0.057 -1.346
O -4.677 0.192 -0.358 0.285 0.357 -0.005 -0.132
P -3.357 0.188 0.506 -1.492 -0.195 -0.745 -0.481
O -2.318 -0.706 -0.049 1.068 0.137 0.000 -0.326
C -2.904 1.931 0.587 -0.257 -0.711 -1.628 -0.534
P -1.503 2.161 -0.503 0.379 -0.340 -0.835 -1.185
O -0.326 1.443 0.053 0.331 -0.953 0.206 0.809
O -1.751 1.620 -1.962 -0.707 0.323 -0.043 -0.118
C -2.511 2.275 -3.098 0.203 -1.492 0.996 0.908
C -4.022 2.052 -2.914 1.329 -0.213 -0.948 -1.360
C -1.897 1.692 -4.364 -1.408 0.501 -0.040 -1.247
O -1.421 3.700 -0.536 -0.511 -0.011 0.294 -0.156
C -0.380 4.439 -1.211 -0.578 1.095 -1.387 1.133
C -1.063 5.762 -1.566 0.723 -0.352 0.627 -1.557
C 0.777 4.546 -0.292 -0.460 0.521 0.068 -0.837
O -3.853 -0.248 1.917 -0.038 -0.069 0.794 -0.381
C -2.918 -0.890 2.851 0.096 -0.371 -0.067 1.649
C -1.840 0.096 3.252 -0.356 0.050 0.034 -1.171
C -3.757 -1.414 4.003 -0.039 0.209 0.301 -1.608
H -7.603 -1.324 -0.604 -0.251 -0.457 -0.221 0.467
H -7.298 0.244 -1.201 0.151 0.417 0.317 0.346
H -7.195 -0.180 0.567 0.543 0.420 0.075 0.314
H -5.445 -1.024 -1.824 0.188 -0.019 -0.130 0.224
H -5.143 -2.227 1.010 -0.162 0.326 -0.156 0.164
H -4.123 -2.552 -0.376 0.267 0.296 -0.138 0.340
H -5.765 -3.060 -0.402 -0.090 0.371 -0.020 0.490
H -2.630 2.194 1.574 0.386 0.282 1.033 0.664
H -3.687 2.586 0.237 -0.518 0.012 0.063 0.634
H -2.267 3.323 -3.033 -0.016 0.451 0.027 -0.137
H -4.307 0.995 -3.045 0.197 0.417 0.372 0.145
H -4.427 2.597 -3.753 -0.598 0.245 -0.178 0.613
H -4.365 2.491 -1.993 -0.320 -0.058 0.322 0.277
H -1.981 0.587 -4.423 -0.069 0.729 0.042 0.270
H -0.868 2.002 -4.387 0.584 -0.074 -0.244 0.196
H -2.466 2.204 -5.184 0.639 -0.723 0.330 0.384
H -0.066 3.944 -2.129 -0.127 -0.389 0.037 -0.197
H -1.391 6.201 -0.609 0.179 0.324 -0.527 0.314
H -1.925 5.621 -2.205 -0.202 -0.164 -0.113 0.370
H -0.335 6.362 -2.117 -0.166 0.301 0.297 0.403
H 0.397 5.001 0.606 0.243 0.616 0.549 0.356
H 1.577 5.101 -0.766 0.200 0.068 0.161 0.359
H 1.069 3.560 -0.034 0.765 -0.910 0.089 -0.232
H -2.494 -1.759 2.318 0.017 0.495 0.165 -0.437
H -2.291 0.901 3.839 -0.010 0.211 -0.280 0.407
H -1.233 0.476 2.419 -0.260 -0.092 0.157 -0.111
H -1.168 -0.393 3.925 0.584 -0.461 0.356 0.469
H -4.155 -0.614 4.664 0.102 -0.357 -0.612 0.344
H -3.146 -2.061 4.642 -0.011 0.048 -0.191 0.398
H -4.571 -2.018 3.584 0.046 0.190 0.277 0.368
C 1.104 -5.162 4.847 -1.240 0.737 -0.674 -1.610
C 1.872 -5.005 3.594 0.835 0.426 -0.660 0.551
C 3.247 -4.892 3.655 1.199 -0.426 1.159 -0.441
C 4.043 -4.581 2.566 -0.708 -0.538 -0.671 0.120
Cl 5.697 -4.168 2.749 0.514 -0.176 0.145 -0.217
C 3.459 -4.581 1.319 -0.448 0.667 0.286 -0.590
C 2.068 -4.618 1.234 -0.504 0.222 -0.798 -0.691
C 1.260 -4.774 2.346 0.156 0.096 1.070 0.779
O -0.109 -4.657 2.406 0.641 -0.406 0.765 -0.412
C -0.771 -4.360 1.237 -0.922 1.760 -0.391 -1.174
C -0.436 -2.905 0.754 0.417 -1.041 -0.826 1.769
O -0.430 -2.662 -0.494 -0.406 -0.119 -0.300 -0.781
O -0.101 -2.040 1.556 0.003 0.770 1.364 -0.532
H 0.142 -5.570 4.569 -0.459 0.055 0.256 0.368
H 0.951 -4.162 5.297 0.020 -0.628 0.068 0.237
H 1.544 -5.857 5.513 0.710 -0.423 0.852 0.502
H 3.804 -5.098 4.596 -0.761 0.423 -0.486 0.349
H 4.013 -4.366 0.426 0.279 0.016 -0.206 0.459
H 1.640 -4.374 0.263 -0.029 -0.314 0.123 0.464
H -1.872 -4.396 1.436 0.890 -0.111 -0.134 0.265
H -0.501 -5.060 0.483 -0.038 -0.530 -0.956 0.557
C 4.321 0.528 -0.512 -1.068 0.736 -0.932 -1.509
C 3.442 -0.366 0.342 0.325 0.580 0.731 2.223
C 4.345 -1.243 1.229 -1.371 0.692 2.021 -1.793
C 2.552 0.548 1.236 0.750 0.932 0.345 -1.038
N 2.622 -1.309 -0.397 0.154 0.506 -1.669 -0.424
N 1.505 -0.728 -1.155 1.605 1.588 1.130 0.593
H 4.831 1.229 0.147 0.250 -0.049 -0.128 0.404
H 3.751 1.131 -1.251 -0.035 -0.167 0.734 -0.060
H 4.993 0.006 -1.164 0.729 -0.621 0.067 0.437
H 4.965 -0.561 1.816 0.071 -0.003 -0.069 0.414
H 5.018 -1.939 0.763 -0.115 -0.362 -0.552 0.394
H 3.684 -1.736 2.019 0.895 0.146 -1.065 0.248
H 3.202 1.150 1.936 -0.496 -0.603 -0.679 0.503
H 1.883 -0.044 1.892 0.014 0.282 -0.551 0.106
H 2.027 1.317 0.603 0.187 -0.952 0.665 -0.130
H 2.215 -1.872 0.293 -0.907 -1.258 1.076 -0.128
H 1.492 -1.261 -1.991 -0.280 -0.435 -0.996 0.311
H 1.783 0.257 -1.446 -0.286 -0.693 -0.151 -0.432
Se 1.649 2.121 -2.950 0.687 -0.098 -0.292 -0.287
C 3.535 2.540 -3.261 -1.687 -0.149 0.575 -0.163
C 4.089 3.616 -2.587 -0.850 0.170 0.239 0.160
C 5.404 3.943 -2.728 0.403 1.574 0.763 -0.463
C 6.227 3.238 -3.568 0.482 -0.149 -0.460 -0.609
C 5.669 2.182 -4.232 0.804 -2.420 -1.270 -0.362
C 4.338 1.775 -4.068 0.537 0.332 -0.399 -0.497
H 3.441 4.221 -1.958 0.153 -0.105 -0.006 0.218
H 5.724 4.826 -2.178 0.345 -0.164 -0.121 0.363
H 7.269 3.455 -3.784 -0.162 0.262 0.398 0.386
H 6.374 1.553 -4.856 -1.064 0.744 0.527 0.223
H 3.882 0.939 -4.582 0.339 -0.102 -0.107 0.399
```
Positions in Å, forces in eV/Å.

**Energy relative to the best compared isomer or geometry (same formula, charge and spin)**: 0.000 eV
**Spin multiplicity**: 2
**<S²>**: 0.752
**Kohn-Sham gap (spin up / spin down)**: 6.503 / 5.316 eV
**Energy**: -7223.994995 a.u.
**LUMO energy (spin up / spin down)**: 0.267 / -0.917 eV
**Highest occupied orbital energy (spin up / spin down)**: -6.236 / -6.232 eV

=====

Entry 2:
# CH8N2S

A cluster of 2 separate species, CH8N2S in total at a distorted geometry (ωB97M-V with the def2-TZVPD basis set, OMol25).

Structure (XYZ):
```
12
Properties=species:S:1:pos:R:3:forces:R:3:nbo_charge:R:1
N 2.049 0.501 0.070 0.409 0.491 0.780 -0.838
C 0.644 0.198 -0.155 -0.716 0.183 0.046 -0.065
N -0.357 1.112 0.415 0.196 -0.571 0.132 -0.844
H 2.394 0.140 0.948 -0.128 -0.680 0.151 0.348
H 2.143 1.494 0.278 -0.096 0.094 -0.666 0.345
H 0.322 -0.756 0.260 0.629 -0.316 -0.128 0.184
H 0.518 0.115 -1.230 -0.267 0.227 -0.184 0.170
H -0.116 2.088 0.318 0.061 0.080 -0.053 0.350
H -0.419 0.882 1.403 -0.107 0.448 -0.086 0.349
S -2.332 -2.547 -0.669 -0.048 0.465 0.118 -0.298
H -2.452 -1.456 0.123 0.038 -0.297 -0.132 0.151
H -2.394 -1.770 -1.762 0.028 -0.125 0.021 0.147
```
Positions in Å, forces in eV/Å.

**Structure (SMILES)**: NCN.S
**Energy relative to the best compared isomer or geometry (same formula, charge and spin)**: 0.308 eV
**Kohn-Sham gap**: 10.226 eV
**Energy**: -550.568248 a.u.
**LUMO energy**: 0.918 eV
**Highest occupied orbital energy**: -9.309 eV

=====

Entry 3:
# C4H8N4O

The molecule C4H8N4O at a distorted geometry (ωB97M-V with the def2-TZVPD basis set, OMol25).

Structure (XYZ):
```
17
Properties=species:S:1:pos:R:3:forces:R:3:nbo_charge:R:1
C 0.817 0.152 0.867 -1.209 0.271 -0.640 0.052
C 0.945 -0.924 -0.009 -3.223 -1.326 0.458 0.231
C -1.583 0.065 0.144 1.631 2.216 0.978 0.270
C 1.246 1.422 0.411 -0.431 2.710 0.046 -0.255
N -0.055 -1.635 -0.440 0.176 -0.589 -1.015 -0.386
N -1.321 -1.059 -0.373 -0.992 -2.827 -1.706 -0.414
N 2.169 -1.519 -0.068 1.359 0.037 0.300 -0.768
N -2.803 0.597 0.025 0.348 1.396 1.070 -0.816
O 1.249 1.921 -0.975 -2.183 -2.123 -0.055 -0.735
H 0.631 2.083 1.083 1.115 0.370 -0.776 0.212
H 2.322 1.444 0.626 -0.041 0.198 0.697 0.246
H -2.057 -1.661 -0.878 1.593 1.041 0.936 0.369
H 1.940 -2.478 -0.045 0.080 -1.663 -0.764 0.384
H 2.591 -1.403 0.836 0.739 0.509 0.256 0.369
H -3.603 0.088 -0.267 -0.707 -0.525 -0.313 0.369
H -2.984 1.483 0.510 0.133 -0.864 -0.464 0.406
H 0.495 1.424 -1.448 1.611 1.169 0.991 0.465
```
Positions in Å, forces in eV/Å.

**Energy relative to the best compared isomer or geometry (same formula, charge and spin)**: 6.628 eV
**Kohn-Sham gap**: 8.383 eV
**Energy**: -451.274672 a.u.
**LUMO energy**: 0.276 eV
**Highest occupied orbital energy**: -8.107 eV

=====

Entry 4:
# CH4OS3

The molecule CH4OS3 at a distorted geometry (ωB97M-V with the def2-TZVPD basis set, OMol25).

Structure (XYZ):
```
9
Properties=species:S:1:pos:R:3:forces:R:3:nbo_charge:R:1
C -1.578 -0.029 0.461 4.115 0.396 2.719 -0.587
S 0.033 1.230 0.527 -2.016 -0.136 -0.261 -0.053
S 1.548 0.164 -0.447 -2.793 -2.507 -1.437 1.258
O 2.739 0.919 -0.505 1.495 1.370 0.329 -0.909
S 1.471 -1.574 0.385 0.450 0.290 -0.677 -0.432
H -0.995 -0.919 0.638 -0.311 -0.588 -0.312 0.239
H -2.038 0.057 -0.422 -1.290 0.288 -3.543 0.198
H -2.299 0.077 1.240 0.039 0.823 0.925 0.227
H 1.119 0.075 -1.878 0.312 0.064 2.257 0.059
```
Positions in Å, forces in eV/Å.

**Structure (SMILES)**: CS[S@@H](=O)=S
**Energy relative to the best compared isomer or geometry (same formula, charge and spin)**: 2.083 eV
**Kohn-Sham gap**: 9.129 eV
**Energy**: -1310.202237 a.u.
**LUMO energy**: -0.182 eV
**Highest occupied orbital energy**: -9.311 eV

=====

> Which of these has the lowest energy relative to the best compared isomer or geometry (same formula, charge and spin)?

C32H55ClCuN2O9P2Se